C5H9NO2 in the gas phase at a distorted geometry, computed with the ωB97M-V functional and the def2-TZVPD basis.

Output
Kohn-Sham gap (eV): 8.787
SMILES: C=C(ON)C(=O)CC
LUMO level (eV): -0.2754
Charge: 0

Geometry as XYZ:
```
17
Properties=species:S:1:pos:R:3:nbo_charge:R:1
C -0.63602 -0.26038 1.37920 -0.49
C -2.03481 0.29174 1.17144 -0.60
C 0.34767 0.45562 0.41185 0.56
C 0.96761 -0.55178 -0.51436 0.24
N 1.90556 1.19061 -1.88798 -0.53
C 0.83439 -1.83379 -0.79645 -0.40
O 0.63412 0.57643 -1.58213 -0.42
O 0.77857 1.56007 0.75645 -0.56
H 1.85193 2.06239 -1.35531 0.36
H 1.81107 1.41478 -2.87610 0.34
H -0.64305 -1.35099 1.33851 0.20
H -0.28097 -0.05818 2.39439 0.23
H 1.45594 -2.27974 -1.56846 0.23
H 0.17891 -2.50461 -0.25309 0.23
H -2.71249 -0.14031 1.91388 0.21
H -2.40927 0.05017 0.17320 0.20
H -2.04917 1.37796 1.29497 0.22
```

---

C5H9NO2 in the gas phase at a distorted geometry, computed with the ωB97M-V functional and the def2-TZVPD basis.

Output
Kohn-Sham gap (eV): 8.502
SMILES: C/C=C(O)\N=C(/C)O
LUMO level (eV): 0.7184
Charge: 0

Geometry as XYZ:
```
17
Properties=species:S:1:pos:R:3:nbo_charge:R:1
C -1.36192 0.29394 -1.51647 -0.68
C 0.50071 0.76338 1.71759 -0.62
C 1.12182 -0.69954 -0.30210 0.50
C -0.97401 -0.57613 -0.35528 0.66
C 0.97064 0.56015 0.29628 -0.42
O 2.21942 -1.11350 -0.98305 -0.66
O -2.04957 -0.87387 0.39929 -0.66
N 0.03530 -1.46765 -0.35447 -0.60
H 2.97907 -0.59303 -0.69622 0.48
H -1.81502 -1.61370 0.97850 0.50
H 1.64426 1.34664 -0.04768 0.19
H -2.08255 -0.25266 -2.13168 0.23
H -1.84616 1.20273 -1.16226 0.23
H -0.49349 0.55043 -2.11585 0.24
H 1.33564 1.02368 2.37530 0.20
H -0.21882 1.58470 1.77965 0.20
H 0.03467 -0.13559 2.11844 0.21
```

---

A molecular structure, C5H9NO2 at a distorted geometry, computed with the ωB97M-V functional and the def2-TZVPD basis.

Output
Kohn-Sham gap (eV): 10.243
LUMO level (eV): 0.9225
Charge: 0

Geometry as XYZ:
```
17
Properties=species:S:1:pos:R:3:nbo_charge:R:1
C 0.41633 -1.07865 -0.22553 -0.06
C 1.22893 0.14689 0.33606 0.02
C 0.56746 1.38806 -0.15501 -0.11
C -1.47143 0.40778 0.55099 -0.10
C -0.51936 -0.71693 0.96719 0.04
H -0.34759 -0.24401 -1.88537 0.37
H 0.74194 -1.43970 -2.08666 0.35
H 0.92955 -2.03760 -0.01859 0.21
H 2.27669 0.26543 0.43455 0.20
H 0.62042 2.22921 0.53777 0.20
H 0.93927 1.76372 -1.09458 0.20
H -1.76094 1.01148 1.34656 0.18
H -2.45824 0.01741 0.11902 0.20
H -0.85843 -1.56482 1.54351 0.20
N -0.05752 -1.18062 -1.58476 -0.82
O -0.84428 1.19262 -0.45419 -0.54
O 0.59721 -0.16025 1.66904 -0.53
```

---

C5H9NO2 in the gas phase at a distorted geometry, computed with the ωB97M-V functional and the def2-TZVPD basis.

Output
Kohn-Sham gap (eV): 5.177
LUMO level (eV): -3.4500
Charge: 0

Geometry as XYZ:
```
17
Properties=species:S:1:pos:R:3:nbo_charge:R:1
C 0.01529 -1.70502 -0.17337 -0.29
C 0.56358 -0.31634 -0.38772 -0.18
C 1.94920 -0.07756 0.28555 -0.05
O 2.52401 0.98544 -0.24243 -0.50
C -0.70489 -0.42560 0.39255 0.46
N -1.88244 0.06476 -0.43981 -0.63
C -1.63635 1.47605 -0.98446 -0.43
O -0.65548 -0.23808 1.64392 -0.46
H -0.01413 -2.44579 0.62943 0.27
H -0.57428 -2.05802 -1.04047 0.23
H 2.57232 -1.01988 0.27892 0.13
H 0.44874 -0.08417 -1.42810 0.26
H 1.67547 -0.10656 1.36730 0.19
H -2.65916 0.11244 0.21606 0.38
H -2.50236 2.01593 -0.63862 0.21
H -0.59527 1.74702 -0.66239 0.22
H -1.58089 1.45766 -2.09178 0.20
```

---

A molecular structure, C5H9NO2 at a distorted geometry, computed with the ωB97M-V functional and the def2-TZVPD basis.

Output
Kohn-Sham gap (eV): 9.623
LUMO level (eV): 0.7446
Charge: 0

Geometry as XYZ:
```
17
Properties=species:S:1:pos:R:3:nbo_charge:R:1
C 0.56582 1.34189 1.04805 -0.62
C -0.31544 0.87889 -1.27647 -0.61
C 0.88206 -0.96328 0.01257 0.56
C 0.12089 0.28932 0.05403 -0.15
C -1.06040 -0.99543 0.46580 0.28
O 2.20730 -1.09888 0.04465 -0.65
O -2.24298 -1.12571 -0.20061 -0.69
N -0.00630 -1.90736 0.14682 -0.56
H 2.42224 -2.02879 0.20564 0.50
H -2.06248 -1.47469 -1.08304 0.48
H -1.26986 -0.86622 1.52476 0.16
H 0.84882 0.89104 1.99836 0.21
H 1.42790 1.89327 0.66541 0.22
H -1.22759 1.46343 -1.15140 0.22
H -0.51326 0.10086 -2.01214 0.21
H 0.46131 1.54336 -1.66026 0.21
H -0.23804 2.05829 1.21784 0.22
```

---

C5H9NO2 in the gas phase, computed with the ωB97M-V functional and the def2-TZVPD basis.

Output
Kohn-Sham gap (eV): 8.378
SMILES: C/C=N/C(C)=C(O)O
LUMO level (eV): 0.8514
Charge: 0

Geometry as XYZ:
```
17
Properties=species:S:1:pos:R:3:nbo_charge:R:1
C -0.51291 1.63956 -1.07117 -0.63
C 2.52584 -1.31876 0.41090 -0.66
C -1.83316 0.16364 0.44090 0.59
C -0.64449 0.56060 -0.03591 -0.08
C 1.37533 -0.59891 -0.19926 0.15
O -3.02106 0.62280 -0.01922 -0.68
O -1.96128 -0.81303 1.38731 -0.70
N 0.46139 -0.09486 0.51704 -0.45
H -1.08111 -0.98524 1.73373 0.51
H -3.70838 0.12890 0.45754 0.49
H 1.39569 -0.52122 -1.30870 0.15
H -0.19405 2.57000 -0.60360 0.21
H 0.22714 1.36993 -1.82671 0.20
H -1.47247 1.79839 -1.54876 0.23
H 2.56552 -1.13826 1.47611 0.23
H 2.42565 -2.38549 0.23881 0.22
H 3.45233 -0.99805 -0.04902 0.22
```

---

A molecular structure, C5H9NO2 at a distorted geometry, computed with the ωB97M-V functional and the def2-TZVPD basis.

Output
Kohn-Sham gap (eV): 8.592
LUMO level (eV): 0.7185
Charge: 0

Geometry as XYZ:
```
17
Properties=species:S:1:pos:R:3:nbo_charge:R:1
C -0.16684 -1.26535 -0.04683 0.68
C 0.69252 0.70510 -0.35984 -0.23
C -0.69296 0.38989 -0.94909 0.21
C -1.83417 0.72995 -0.05670 -0.67
C 1.88459 -0.75950 1.42218 -0.42
N 0.78835 -0.43670 0.52186 -0.47
O -0.34907 -2.43489 -0.16356 -0.58
O -0.70174 0.33646 -2.33900 -0.67
H 1.53180 0.61906 -1.01605 0.20
H 0.71323 1.71603 0.10691 0.18
H -1.84341 1.71360 0.24300 0.21
H -1.91597 -0.00307 0.83488 0.24
H -2.87728 0.65290 -0.52956 0.22
H 2.28630 -1.77876 1.24509 0.21
H 2.64864 0.01741 1.29836 0.21
H 1.45475 -0.82820 2.36106 0.20
H -1.61874 0.62608 -2.57271 0.47
```

---

A gas-phase ion, C5H9NO2P (charge -1) at a distorted geometry, computed with the ωB97M-V functional and the def2-TZVPD basis.

Output
Kohn-Sham gap (eV): 8.866
SMILES: C[C@@H](CC#N)[P@@](C)(=O)[O-]
LUMO level (eV): 3.8067
Charge: -1

Geometry as XYZ:
```
18
Properties=species:S:1:pos:R:3:nbo_charge:R:1
C 2.46007 0.89944 0.83969 0.32
C -0.00879 1.60638 -1.07739 -0.64
C -1.06253 -2.30463 -0.13112 -1.03
C 1.08466 0.64641 1.09230 -0.52
C 0.23642 0.31740 -0.22220 -0.56
N 3.53517 1.23057 0.60864 -0.41
O -1.58299 -0.09005 1.59810 -1.19
O -2.47681 -0.01722 -0.78752 -1.17
P -1.41279 -0.43678 0.17270 2.19
H 0.14081 2.41210 -0.36955 0.20
H 0.73608 1.64469 -1.90094 0.19
H -1.02221 1.50882 -1.60713 0.26
H -2.08984 -2.74638 -0.44592 0.22
H -0.40596 -2.44485 -0.97213 0.21
H -0.86997 -2.88169 0.76273 0.22
H 0.76188 1.41389 1.73189 0.26
H 1.14250 -0.30007 1.59823 0.26
H 0.83432 -0.45805 -0.89038 0.21
```

---

A gas-phase ion, C5H9NO2P (charge -1) at a distorted geometry, computed with the ωB97M-V functional and the def2-TZVPD basis.

Output
Kohn-Sham gap (eV): 8.130
SMILES: C=[P@]([O-])(C#N)OC(C)C
LUMO level (eV): 3.7595
Charge: -1

Geometry as XYZ:
```
18
Properties=species:S:1:pos:R:3:nbo_charge:R:1
C -1.58778 1.27336 1.77794 -0.07
C -0.92291 -1.24458 2.29824 -1.19
C -0.29839 1.04099 -1.76141 -0.65
C 1.53159 -0.77506 -1.51804 -0.64
C 0.36161 -0.13992 -0.77688 0.13
N -2.51608 1.88273 1.48219 -0.41
O 0.60405 0.89934 3.09723 -1.09
O 0.81718 0.57730 0.27928 -0.80
P -0.12885 0.22056 2.02598 1.97
H -0.17729 -1.74940 2.76827 0.19
H -1.31299 -1.75150 1.39156 0.21
H 0.55513 1.61873 -2.03651 0.20
H -0.87513 0.49982 -2.47814 0.18
H -1.05371 1.63868 -1.12583 0.22
H 1.84255 -1.39320 -0.66421 0.22
H 2.26317 -0.14712 -1.88642 0.20
H 1.30072 -1.51111 -2.29575 0.19
H -0.40289 -0.93963 -0.57750 0.15
```

---

3 unconnected molecules or ions with the total composition C5H9NO2S at a distorted geometry, computed with the ωB97M-V functional and the def2-TZVPD basis.

Output
Kohn-Sham gap (eV): 6.609
LUMO level (eV): -0.3906
Charge: 0

Geometry as XYZ:
```
18
Properties=species:S:1:pos:R:3:nbo_charge:R:1
C 1.28597 1.11747 0.79778 -0.35
C -5.50752 0.64249 -0.05839 1.02
C 1.10609 -1.04141 -0.27139 -0.44
C -2.26661 -0.68506 0.50897 -0.45
C -0.15492 0.78284 -1.01743 -0.38
N 0.72321 0.34227 -0.11401 -0.24
O -5.52486 0.50952 -1.20164 -0.51
O -5.49636 0.69231 1.08017 -0.51
S -2.32699 -2.20816 0.07532 0.07
H 1.18584 2.16661 0.74082 0.20
H 2.08721 0.62673 1.22043 0.17
H 2.19448 -1.29860 -0.26586 0.23
H 0.51432 -1.57670 -1.12525 0.24
H 0.84613 -1.70796 0.54045 0.22
H -1.82827 -0.43159 1.36877 0.17
H -2.60289 0.20221 -0.10036 0.19
H -0.81033 -0.00695 -1.37353 0.17
H -0.67449 1.75575 -1.05358 0.20
```

---

C5H9NO2S in the gas phase at a distorted geometry, computed with the ωB97M-V functional and the def2-TZVPD basis.

Output
Kohn-Sham gap (eV): 9.254
SMILES: C[C@@]1(O)SCCNC1=O
LUMO level (eV): 0.6277
Charge: 0

Geometry as XYZ:
```
18
Properties=species:S:1:pos:R:3:nbo_charge:R:1
C 1.11046 -1.10106 0.18351 0.73
C -1.46290 -1.47538 0.03334 -0.23
C -1.88724 -0.05957 0.36699 -0.52
C 0.68489 0.67039 0.05238 0.01
C 1.79459 1.33487 -0.79757 -0.67
N 0.00633 -1.80733 0.00544 -0.62
O 2.26202 -1.33462 0.22998 -0.58
O 0.90410 1.11184 1.35497 -0.72
S -0.86865 1.09913 -0.70101 0.19
H -2.10094 -2.21271 0.48254 0.22
H -1.84870 -1.66290 -1.05762 0.20
H -2.92352 0.19362 0.01334 0.24
H -1.86678 0.27296 1.35254 0.23
H 1.37021 1.31298 -1.88238 0.22
H 2.68439 0.71898 -0.58632 0.25
H 2.02044 2.38417 -0.54410 0.20
H 0.12237 -2.81948 0.15493 0.40
H 1.33494 1.95794 1.25032 0.47
```

---

2 unconnected molecules or ions with the total composition C5H9NO3 at a distorted geometry, computed with the ωB97M-V functional and the def2-TZVPD basis.

Output
Kohn-Sham gap (eV): 10.231
SMILES: CO[C@H](O)C(N)=O.C#C
LUMO level (eV): 0.9054
Charge: 0

Geometry as XYZ:
```
18
Properties=species:S:1:pos:R:3:nbo_charge:R:1
C -2.25372 0.77997 0.17520 -0.26
C 0.42314 -1.08505 1.91640 -0.16
C 1.12701 -1.96183 1.48099 -0.32
O -1.27020 -0.22215 -0.00783 -0.54
H -0.04700 -0.25130 2.35466 0.24
H -2.72840 1.03314 -0.77991 0.17
H -3.00101 0.34992 0.84044 0.19
H -1.81899 1.68704 0.60025 0.20
H 1.74103 -2.79082 1.28058 0.24
H 0.30835 -1.71430 -0.60203 0.50
C 0.78991 1.02469 -0.45951 0.63
N 2.02934 0.68816 -0.85284 -0.81
C -0.29612 0.05111 -0.99505 0.30
O 0.52921 1.98222 0.23591 -0.63
O 0.24140 -1.15800 -1.40879 -0.73
H 2.82022 1.21322 -0.52038 0.40
H 2.16554 -0.15799 -1.38139 0.42
H -0.75969 0.53197 -1.87672 0.16
```

---

C5H9NO3 in the gas phase at a distorted geometry, computed with the ωB97M-V functional and the def2-TZVPD basis.

Output
Kohn-Sham gap (eV): 10.109
SMILES: CC(=O)[C@@]1(C)O[C@@]1(N)O
LUMO level (eV): 0.7387
Charge: 0

Geometry as XYZ:
```
18
Properties=species:S:1:pos:R:3:nbo_charge:R:1
C 0.90272 -0.85063 0.60002 0.60
C 2.04040 -1.36490 -0.22827 -0.72
C 0.07819 0.42553 -1.50555 -0.64
C -1.23905 0.54963 0.74918 0.65
C -0.17905 -0.10322 -0.11484 0.03
N -1.94731 1.64462 0.22219 -0.85
O 0.84246 -1.06181 1.80376 -0.56
O -1.11217 0.59776 2.09274 -0.71
O -1.45219 -0.71056 0.08938 -0.49
H -0.46416 -0.12006 2.36847 0.51
H -2.01528 2.37849 0.91854 0.39
H -2.86435 1.36348 -0.09332 0.38
H 1.67199 -1.98308 -1.03935 0.24
H 2.58821 -0.51943 -0.65714 0.24
H 2.73025 -1.93984 0.40643 0.24
H -0.75776 1.01654 -1.86414 0.25
H 0.95696 1.05754 -1.52903 0.22
H 0.22014 -0.38005 -2.21907 0.21
```

---

C5H9NO3 in the gas phase at a distorted geometry, computed with the ωB97M-V functional and the def2-TZVPD basis.

Output
Kohn-Sham gap (alpha / beta) (eV): 9.043 / 7.621
LUMO level (alpha / beta) (eV): 0.7286 / 0.2520
Charge: 0

Geometry as XYZ:
```
18
Properties=species:S:1:pos:R:3:nbo_charge:R:1
C 0.45228 -1.82597 0.21176 0.22
C -1.98818 0.55868 -0.25248 -0.27
C -1.17620 1.57495 0.57552 -0.52
C 1.86530 -1.91622 -0.21993 -0.69
N -1.58371 -0.78398 0.07898 -0.23
C 0.33309 1.43817 0.31961 0.80
O -0.32201 -0.94940 -0.32109 -0.26
O 0.64064 1.77260 -0.95212 -0.70
O 1.17339 1.31763 1.17760 -0.60
H 1.60391 1.83320 -1.04933 0.49
H 0.00185 -2.61950 0.78734 0.17
H -1.83712 0.77628 -1.31850 0.19
H -3.04261 0.62580 0.00475 0.21
H -1.46503 2.57792 0.26108 0.23
H -1.36053 1.44172 1.63822 0.23
H 2.52775 -1.62397 0.60531 0.24
H 2.05965 -1.25003 -1.06769 0.23
H 2.11754 -2.94788 -0.47903 0.23
```

---

A molecular structure, C5H9NO3 at a distorted geometry, computed with the ωB97M-V functional and the def2-TZVPD basis.

Output
Kohn-Sham gap (eV): 8.004
LUMO level (eV): 0.1438
Charge: 0

Geometry as XYZ:
```
18
Properties=species:S:1:pos:R:3:nbo_charge:R:1
C 0.06009 -0.09024 -1.01840 0.64
C -0.03411 -0.91981 1.21114 -0.28
C -0.37217 1.24152 -0.43696 -0.33
C -0.83129 -0.82628 -1.95853 -0.72
N 0.76549 1.56727 0.39390 -0.68
C 1.42936 0.37483 0.67034 0.81
O 1.32351 -0.25883 -1.06082 -0.56
O -0.49483 -0.30611 2.40103 -0.74
O 2.41481 0.15837 1.29479 -0.58
H 0.27444 -0.11638 2.95176 0.47
H 0.62919 2.14912 1.20887 0.41
H -0.92139 -1.33604 0.73384 0.17
H 0.67769 -1.73341 1.37779 0.17
H -1.30295 1.15558 0.12711 0.22
H -0.48496 1.96383 -1.25263 0.24
H -0.50972 -1.86281 -2.05573 0.25
H -1.87331 -0.79592 -1.64082 0.23
H -0.74987 -0.36468 -2.94668 0.26
```

---

no.,energy (eV)
1,-10910.4109
2,-10914.0653
3,-10914.0104
4,-10908.4819
5,-10914.8318
6,-10915.1186
7,-10913.4831
8,-20207.5658
9,-20204.5013
10,-21747.3211
11,-21749.8238
12,-12961.1355
13,-12962.7716
14,-12959.7826
15,-12960.0005